Entry 1:
C12H27I2InOP2Si as an isolated structure at a distorted geometry. Source: the Open Molecules 2025 dataset; level of theory: the ωB97M-V functional and the def2-TZVPD basis.

Net charge: +2
HOMO level (alpha / beta): -14.808 / -15.160 eV
Relative energy (zero: lowest compared OMol25 entry of this formula, charge and spin): 0.00 kcal per mole
Lowest unoccupied orbital energy (alpha / beta): -8.3 / -10.9 eV
Multiplicity: 1

Last column: Löwdin charge in e.
CARTESIAN COORDINATES (ANGSTROEM)
I (-0.671, -1.324, -7.006)  0.2797
I (-0.216, 3.115, -1.963)  0.4046
In (-0.159, 0.387, -1.986)  0.1475
P (-2.793, 0.065, -1.402)  0.7615
C (-3.801, -0.029, -2.917)  -0.2432
C (-3.212, -1.366, -0.347)  -0.2159
H (-4.227, -1.294, 0.067)  0.0764
H (-4.435, 1.446, -0.197)  0.0790
H (-2.488, -1.429, 0.473)  0.0330
H (-2.766, 1.700, 0.401)  0.0498
H (-3.569, -0.953, -3.465)  0.0570
H (-3.132, -2.284, -0.945)  0.0631
C (-3.378, 1.547, -0.496)  -0.2405
H (-4.879, 0.000, -2.689)  0.0746
H (-3.260, 2.428, -1.137)  0.0245
H (-3.557, 0.824, -3.559)  0.0570
P (2.686, 0.069, -1.408)  0.8778
C (3.764, -0.041, -2.885)  -0.2132
C (3.347, 1.518, -0.492)  -0.2117
H (2.445, -1.430, 0.469)  0.0367
H (4.178, -1.265, 0.041)  0.0836
H (3.092, -2.277, -0.954)  0.0655
C (3.160, -1.358, -0.358)  -0.2027
H (2.747, 1.683, 0.412)  0.0560
H (4.402, 1.376, -0.205)  0.0856
H (4.834, -0.016, -2.619)  0.0899
H (3.548, 0.811, -3.539)  0.0662
H (3.262, 2.409, -1.126)  0.0528
H (3.551, -0.967, -3.436)  0.0500
C (0.375, -1.518, -3.929)  -0.0595
O (1.107, -2.064, -4.619)  -0.0042
C (1.514, -0.869, 3.785)  -0.1750
Si (0.004, 0.072, 3.136)  0.4615
C (-1.510, -0.868, 3.781)  -0.1782
C (0.001, 1.801, 3.914)  -0.1712
C (0.013, 0.032, 1.288)  -0.1482
C (0.013, -0.023, 0.058)  -0.3282
H (1.444, -0.845, 4.884)  0.0518
H (2.463, -0.421, 3.464)  0.0302
H (1.499, -1.914, 3.446)  0.0383
H (-1.441, -0.845, 4.880)  0.0495
H (-2.459, -0.420, 3.460)  0.0313
H (-1.495, -1.914, 3.443)  0.0377
H (0.883, 2.391, 3.634)  0.0327
H (-0.881, 2.391, 3.633)  0.0340
H (0.000, 1.671, 5.012)  0.0529



Entry 2:
A 5-piece molecular cluster, C12H27N3O8P2 overall at a distorted geometry. Source: the Open Molecules 2025 dataset; level of theory: the ωB97M-V functional and the def2-TZVPD basis.

Structure (SMILES): COP(=O)(OC)OC.COP(=O)(OC)OC.CC#N.CC#N.CC#N
Net charge: 0
HOMO level: -10.669 eV
Relative energy (zero: lowest compared OMol25 entry of this formula, charge and spin): 12.75 kcal per mole
Lowest unoccupied orbital energy: 0.5 eV
Multiplicity: 1

Last column: natural (NBO) charge in e.
CARTESIAN COORDINATES (ANGSTROEM)
C (1.792, 2.216, -6.281)  -0.2561
O (1.954, 2.507, -4.882)  -0.8196
P (1.265, 1.653, -3.736)  2.5928
O (-0.110, 1.256, -3.990)  -1.1254
O (2.148, 0.331, -3.498)  -0.8301
C (3.572, 0.434, -3.239)  -0.2590
O (1.578, 2.656, -2.580)  -0.8160
C (0.818, 2.621, -1.348)  -0.2595
H (2.530, 2.726, -6.978)  0.1988
H (0.844, 2.723, -6.593)  0.1937
H (1.783, 1.149, -6.453)  0.1884
H (4.080, 0.740, -4.136)  0.1822
H (4.006, -0.544, -3.022)  0.1983
H (3.821, 1.062, -2.387)  0.2062
H (0.056, 3.389, -1.449)  0.2136
H (1.517, 2.844, -0.567)  0.1988
H (0.249, 1.684, -1.169)  0.1980
C (-2.082, -1.751, 5.687)  -0.2248
O (-1.451, -2.874, 5.310)  -0.8230
P (-0.045, -3.255, 4.653)  2.5623
O (0.109, -4.696, 4.701)  -1.0791
O (0.902, -2.274, 5.523)  -0.8025
C (1.550, -2.991, 6.612)  -0.2679
O (0.098, -2.561, 3.210)  -0.7863
C (-0.189, -3.412, 2.149)  -0.2661
H (-3.160, -1.765, 5.785)  0.1895
H (-1.862, -0.959, 5.039)  0.1734
H (-1.692, -1.342, 6.713)  0.1612
H (2.157, -3.847, 6.215)  0.1998
H (0.803, -3.433, 7.281)  0.1850
H (2.190, -2.374, 7.210)  0.1991
H (0.240, -4.409, 2.346)  0.2099
H (0.251, -2.897, 1.253)  0.1933
H (-1.290, -3.544, 2.070)  0.1772
C (0.516, -1.464, -1.413)  -0.7461
C (1.706, -0.875, -0.763)  0.3020
N (2.565, -0.417, -0.149)  -0.3632
H (0.256, -0.879, -2.364)  0.2870
H (-0.328, -1.376, -0.703)  0.2625
H (0.726, -2.521, -1.647)  0.2495
C (-3.058, -0.050, -3.942)  -0.6969
C (-2.847, 0.216, -2.472)  0.3134
N (-2.431, 0.595, -1.474)  -0.3741
H (-3.553, 0.837, -4.320)  0.2520
H (-3.686, -0.929, -4.036)  0.2355
H (-2.135, -0.189, -4.420)  0.2709
C (-2.963, 4.161, 1.750)  -0.7142
C (-2.096, 4.605, 0.648)  0.2968
N (-1.608, 5.045, -0.275)  -0.3403
H (-2.969, 3.087, 1.841)  0.2570
H (-3.936, 4.591, 1.585)  0.2536
H (-2.595, 4.501, 2.706)  0.2484



Entry 3:
C12H28ClMnO3P2 as an isolated structure at a distorted geometry. Source: the Open Molecules 2025 dataset; level of theory: the ωB97M-V functional and the def2-TZVPD basis.

Expectation value of S²: 6.210
Net charge: +2
HOMO level (alpha / beta): -15.637 / -16.582 eV
Lowest unoccupied orbital energy (alpha / beta): -10.4 / -9.3 eV
Multiplicity: 5

Last column: Mulliken spin population.
CARTESIAN COORDINATES (ANGSTROEM)
C (3.677, -2.790, -1.002)  -0.0013
C (2.718, -2.027, -0.198)  -0.0028
H (3.721, -3.878, -1.018)  -0.0002
H (4.647, -2.386, -0.686)  0.0005
H (3.459, -2.443, -2.031)  0.0001
O (1.755, -2.356, 0.504)  0.0002
Cl (2.823, -0.360, -0.663)  0.0024
Mn (-0.584, 0.172, 0.053)  3.9506
P (1.179, 0.206, 1.990)  0.0070
C (0.415, -0.484, 3.488)  0.0039
C (2.934, -0.219, 2.354)  0.0056
H (3.242, 0.213, 3.313)  0.0003
H (1.793, 2.243, 3.159)  0.0003
H (3.586, 0.170, 1.564)  0.0006
H (1.652, 2.477, 1.385)  0.0011
H (0.444, -1.577, 3.407)  0.0011
H (3.081, -1.304, 2.389)  0.0001
C (1.199, 2.008, 2.268)  0.0054
H (0.973, -0.166, 4.376)  -0.0004
H (0.177, 2.386, 2.365)  0.0015
H (-0.628, -0.168, 3.562)  0.0013
P (-0.417, -0.700, -2.223)  -0.1643
C (-1.966, -1.610, -2.525)  0.0114
C (-0.616, 0.867, -3.149)  0.0038
H (1.752, -1.083, -3.295)  0.0017
H (0.414, -1.692, -4.301)  -0.0072
H (0.960, -2.615, -2.883)  0.0005
C (0.786, -1.602, -3.268)  -0.0141
H (0.207, 1.534, -2.859)  0.0024
H (-0.573, 0.703, -4.232)  -0.0032
H (-2.172, -1.733, -3.595)  -0.0024
H (-2.809, -1.092, -2.054)  0.0004
H (-1.553, 1.368, -2.880)  0.0020
H (-1.891, -2.601, -2.060)  0.0003
C (-1.451, -1.243, 0.764)  -0.0152
O (-1.990, -2.188, 1.230)  0.1101
C (-2.700, 2.088, 1.943)  -0.0007
C (-2.639, 1.702, 0.484)  0.0012
C (-3.266, 2.596, -0.554)  0.0103
O (-1.259, 1.890, 0.099)  0.0799
H (-2.031, 2.954, 2.062)  0.0005
H (-2.290, 1.290, 2.589)  -0.0025
H (-3.704, 2.321, 2.303)  -0.0002
H (-2.970, 0.635, 0.352)  0.0059
H (-2.560, 3.435, -0.674)  -0.0005
H (-3.259, 2.074, -1.526)  0.0006
H (-4.263, 2.986, -0.328)  0.0022



How do the records compare in E? In the order shown, they have -62742.18096 -52312.41727 -81443.17293 eV.